Computed, not measured: a 2-piece molecular cluster, C4H9N2 overall, with the ωB97M-V functional and the def2-TZVPD basis.

Last column: Löwdin charge in e.
Element x y z (Å)
C (2.03733, -1.13383, -0.09974)  -0.084
C (2.25099, 0.12526, 0.01423)  0.039
C (-1.31924, -0.23418, 0.25459)  -0.170
C (0.27307, 1.62052, 0.03009)  0.007
N (-2.44028, -0.79719, -0.03851)  0.182
N (-0.89620, 0.89637, -0.25533)  0.018
H (3.04602, -1.74782, -0.08970)  0.123
H (1.27048, -1.81854, 0.21806)  0.041
H (3.03708, 0.73636, -0.29274)  0.035
H (-0.85132, -0.72416, 1.12444)  0.173
H (0.70320, 2.48611, -0.64777)  0.140
H (0.48286, 1.62380, 1.03934)  0.030
H (-2.86907, -1.52580, 0.57888)  0.175
H (-2.76840, -0.64533, -0.95093)  0.119
H (-1.31016, 1.32588, -1.08096)  0.173

Net charge: +1
Multiplicity: 1
E_LUMO (alpha / beta) (hartree): -0.1637 / -0.1549
Gap between HOMO and LUMO (alpha / beta) (eV): 7.78 / 8.07
Relative energy (zero: lowest compared OMol25 entry of this formula, charge and spin) (kJ/mol): 539.2



Computed, not measured: a 3-piece molecular cluster, C33H60F13N4O9S5 overall, with the ωB97M-V functional and the def2-TZVPD basis.

Last column: Löwdin charge in e.
Element x y z (Å)
C (-5.87756, 1.55990, 3.45540)  -0.101
O (-6.64767, 0.53198, 2.84690)  -0.194
C (-6.39197, 0.31477, 1.46839)  -0.217
C (-6.47036, -1.18057, 1.12884)  -0.147
C (-5.26810, -1.72923, 0.34348)  -0.197
C (-4.24722, -2.43262, 1.24136)  -0.196
C (-3.55365, -1.53947, 2.27895)  -0.158
C (-2.88014, -0.24977, 1.75773)  -0.181
C (-1.34215, -0.24252, 1.87130)  -0.472
S (-0.78053, 1.50299, 1.75628)  1.133
C (-0.95693, 1.45241, 0.06455)  -0.497
C (-1.13159, 2.76237, -0.63268)  -0.116
C (0.08287, 3.71033, -0.32688)  -0.042
C (0.40977, 4.59446, -1.52324)  -0.433
F (1.05661, 5.70363, -1.10554)  0.143
F (-0.73428, 4.99571, -2.13258)  0.133
C (1.32885, 3.88224, -2.56801)  -0.343
F (1.09317, 2.54503, -2.46620)  0.118
F (2.60722, 4.09034, -2.24932)  0.186
C (1.04746, 4.30184, -4.03851)  -0.378
F (-0.15163, 3.79564, -4.35952)  0.147
F (1.00312, 5.63913, -4.08146)  0.174
C (2.16752, 3.80898, -5.02593)  -0.427
F (2.53413, 2.58069, -4.64851)  0.133
F (3.19676, 4.62620, -4.88142)  0.161
S (1.67895, 3.72858, -6.88273)  0.773
F (0.58982, 4.85804, -6.64211)  -0.118
F (0.61663, 2.60619, -6.48662)  -0.135
F (2.76431, 2.60544, -7.12713)  -0.117
F (2.72710, 4.83244, -7.27838)  -0.109
F (1.21750, 3.61138, -8.37146)  -0.090
N (-0.93824, 0.20698, -0.40403)  -0.114
S (-1.34993, -0.27599, -2.02898)  0.684
C (0.19064, -0.54899, -2.81832)  -0.077
O (-2.03412, 0.83652, -2.60195)  -0.236
O (-2.00795, -1.52706, -1.83715)  -0.258
C (-0.54061, -0.79449, 0.69479)  -0.583
C (-0.75510, -2.27814, 0.41359)  -0.245
N (-0.52646, -3.01667, 1.65605)  0.054
S (1.26019, -0.38203, 1.09551)  1.004
C (2.26103, -1.84430, 0.71201)  -0.350
C (3.27260, -1.62126, -0.39841)  -0.549
O (3.16720, -0.80773, -1.25785)  0.138
O (4.34409, -2.42507, -0.24716)  -0.014
C (4.22463, -3.74989, -0.83537)  -0.084
C (4.84261, -4.81599, 0.04211)  -0.324
C (4.26635, -4.82455, 1.44822)  -0.020
O (6.27033, -4.74069, -0.01342)  0.012
C (6.96167, -4.46889, 1.14916)  -0.560
O (7.12538, -5.31922, 1.95330)  0.140
C (7.47219, -3.05596, 1.21253)  -0.457
S (8.70982, -2.82049, 2.50544)  0.764
H (-5.27170, 1.12547, 4.25430)  0.090
H (-6.53606, 2.32393, 3.86946)  0.072
H (-5.21480, 2.05578, 2.73986)  0.077
H (-7.12924, 0.85998, 0.86784)  0.127
H (-5.40590, 0.71265, 1.20534)  0.092
H (-6.57554, -1.72883, 2.06771)  0.119
H (-7.37261, -1.35611, 0.54162)  0.113
H (-4.80840, -0.94235, -0.26434)  0.100
H (-5.61492, -2.47162, -0.37997)  0.115
H (-3.53455, -2.98383, 0.62307)  0.093
H (-4.80120, -3.19097, 1.80373)  0.121
H (-2.81358, -2.13069, 2.82515)  0.099
H (-4.30746, -1.25645, 3.01727)  0.115
H (-3.23482, 0.58425, 2.36787)  0.095
H (-3.20034, -0.03204, 0.73986)  0.102
H (-1.03972, -0.72699, 2.79784)  0.126
H (-2.01931, 3.21141, -0.18557)  0.144
H (-1.27584, 2.65243, -1.69591)  0.095
H (0.97152, 3.12996, -0.06605)  0.132
H (-0.12229, 4.36776, 0.51696)  0.139
H (0.00968, -1.45528, -3.40094)  0.093
H (1.00383, -0.70525, -2.10782)  0.054
H (0.37934, 0.28886, -3.47891)  0.074
H (-0.06470, -2.60561, -0.36447)  0.114
H (-1.74337, -2.44065, 0.00358)  0.082
H (-1.40427, -3.33409, 2.04821)  0.070
H (0.02676, -3.84793, 1.49378)  0.083
H (2.81675, -2.05802, 1.62603)  0.091
H (1.67997, -2.73663, 0.50323)  0.066
H (4.72118, -3.70102, -1.80363)  0.145
H (3.16707, -3.99862, -0.96438)  0.134
H (4.56607, -5.76805, -0.42513)  0.159
H (3.18347, -4.96225, 1.37599)  0.087
H (4.44870, -3.89013, 1.98143)  0.087
H (4.66759, -5.64894, 2.03263)  0.093
H (7.91429, -2.79191, 0.24869)  0.061
H (6.61306, -2.40574, 1.38317)  0.084
H (8.03940, -1.98444, 3.29685)  -0.153
C (-11.00272, 3.27577, 5.48469)  -0.068
C (-10.18334, 2.83182, 4.27753)  -0.430
C (-11.00887, 2.14347, 3.18345)  -0.212
O (-11.38545, 0.81386, 3.47312)  -0.189
C (-12.54850, 0.66351, 4.26523)  -0.104
N (-9.06349, 2.00528, 4.73632)  0.051
H (-11.25556, 2.43191, 6.12643)  0.066
H (-10.42880, 3.97903, 6.08672)  0.076
H (-11.92895, 3.76526, 5.17918)  0.080
H (-9.75970, 3.73133, 3.81850)  0.134
H (-10.39132, 2.07738, 2.28318)  0.119
H (-11.89494, 2.74142, 2.93086)  0.121
H (-13.28472, 1.44039, 4.03761)  0.091
H (-12.32527, 0.68806, 5.33450)  0.076
H (-12.97928, -0.30783, 4.02671)  0.088
H (-8.45744, 1.78937, 3.95107)  0.033
H (-9.44173, 1.10071, 5.00558)  0.077
C (10.33243, -0.22884, -0.92434)  -0.065
C (10.93393, -1.48661, -1.54331)  -0.428
C (11.64015, -1.25401, -2.88207)  -0.208
O (10.77379, -1.06332, -3.98141)  -0.186
C (10.29167, 0.25309, -4.15251)  -0.109
N (9.89399, -2.51663, -1.62502)  0.043
H (9.40682, 0.05816, -1.42499)  0.064
H (10.09421, -0.40972, 0.12389)  0.066
H (11.02644, 0.61156, -0.97674)  0.080
H (11.69978, -1.85693, -0.85558)  0.137
H (12.22095, -2.14780, -3.12219)  0.124
H (12.34465, -0.41517, -2.80860)  0.121
H (11.04568, 0.99274, -3.86496)  0.091
H (9.37876, 0.43768, -3.57931)  0.073
H (10.06630, 0.37803, -5.20910)  0.087
H (10.30803, -3.39880, -1.91147)  0.079
H (9.26013, -2.27482, -2.38234)  0.074

Net charge: +1
Multiplicity: 1
E_LUMO (hartree): -0.1564
Gap between HOMO and LUMO (eV): 6.25



Computed, not measured: a single C6H9N molecule, with the ωB97M-V functional and the def2-TZVPD basis.

Last column: Löwdin charge in e.
Element x y z (Å)
C (-2.89076, 0.27908, -0.45535)  0.111
C (-1.75272, 0.22422, -0.84680)  -0.140
C (-0.34179, 0.16040, -1.24468)  -0.152
C (0.55811, -0.01286, -0.02781)  -0.545
C (0.48715, -1.37334, 0.62745)  -0.028
C (0.84778, 1.18190, 0.79232)  -0.119
N (1.85122, 0.65539, -0.14018)  0.050
H (-3.89960, 0.33183, -0.10979)  0.023
H (-0.18852, -0.66942, -1.94728)  0.124
H (-0.05132, 1.07838, -1.76737)  0.124
H (-0.55385, -1.65040, 0.82516)  0.081
H (1.03028, -1.38690, 1.57890)  0.082
H (0.92381, -2.13808, -0.02701)  0.085
H (0.42260, 2.14427, 0.51397)  0.106
H (0.99657, 1.04466, 1.86204)  0.107
H (2.56102, 0.13088, 0.36644)  0.091

SMILES: C#CC[C@]1(C)CN1
Net charge: 0
Multiplicity: 1
E_LUMO (hartree): 0.0379
Gap between HOMO and LUMO (eV): 10.58
Relative energy (zero: lowest compared OMol25 entry of this formula, charge and spin) (kJ/mol): 274.8



Computed, not measured: C18H38GeN2O4Pt as an isolated structure, with the ωB97M-V functional and the def2-TZVPD basis.

Last column: Löwdin charge in e.
Element x y z (Å)
Pt (-0.42438, 0.14271, 0.21046)  1.144
C (3.28665, 2.06451, -2.49054)  0.012
N (1.91395, 1.89552, -2.97101)  -0.113
C (1.64383, 2.37297, -4.32847)  -0.002
C (0.98506, 1.37814, -2.18991)  -0.383
O (1.23620, 0.95341, -1.03984)  -0.098
C (-0.43045, 1.27281, -2.74871)  -0.061
O (-1.37143, 0.97061, -1.71999)  -0.222
C (-2.41042, 1.92059, -1.50006)  -0.070
C (-2.10284, 2.69820, -0.22375)  -0.388
O (-1.21532, 2.24694, 0.53792)  -0.070
N (-2.78352, 3.79228, 0.04756)  -0.110
C (-2.49419, 4.56873, 1.25427)  0.011
C (-3.86662, 4.29734, -0.79741)  0.004
H (3.95500, 1.40224, -3.03992)  0.109
H (3.33577, 1.84038, -1.43144)  0.090
H (3.59401, 3.09581, -2.65751)  0.109
H (2.57175, 2.32776, -4.89232)  0.107
H (1.29580, 3.40695, -4.32234)  0.112
H (0.92108, 1.74240, -4.84065)  0.096
H (-0.46321, 0.46202, -3.48142)  0.159
H (-0.70964, 2.19660, -3.25357)  0.137
H (-3.33887, 1.36039, -1.37489)  0.150
H (-2.51138, 2.57908, -2.36091)  0.139
H (-1.51195, 4.30906, 1.63321)  0.094
H (-3.24783, 4.37166, 2.01706)  0.109
H (-2.51857, 5.62672, 1.00060)  0.107
H (-4.30811, 3.50801, -1.39898)  0.093
H (-3.51176, 5.10048, -1.44399)  0.112
H (-4.64780, 4.69293, -0.15186)  0.110
C (-2.55846, 0.16693, 2.42799)  -0.018
C (-2.22219, -0.30407, 1.04932)  -0.510
O (-3.00098, -0.74743, 0.26246)  0.076
H (-3.59011, -0.07936, 2.66845)  0.109
H (-2.40508, 1.24759, 2.45667)  0.086
H (-1.88254, -0.26362, 3.16417)  0.059
C (-0.92004, -2.76028, 3.60134)  -0.096
C (0.27140, -1.83986, 3.84813)  -0.234
C (1.15308, -1.48470, 2.64851)  -0.274
C (0.76380, -0.22354, 1.78152)  -0.356
Ge (0.45385, -1.95440, 0.32229)  0.972
C (2.18559, -2.23627, -0.50407)  -0.305
C (3.06286, -3.37589, 0.04914)  -0.259
C (2.79930, -4.72380, -0.61493)  -0.255
C (1.37823, -5.24167, -0.42327)  -0.114
H (-1.42603, -2.96388, 4.54356)  0.093
H (-0.58752, -3.72019, 3.20380)  0.079
H (-1.66230, -2.34515, 2.91543)  0.049
H (0.92592, -2.33764, 4.56642)  0.124
H (-0.03138, -0.91063, 4.33672)  0.113
H (1.39347, -2.42459, 2.10591)  0.057
H (2.13965, -1.17761, 3.00000)  0.141
H (1.69229, 0.15590, 1.35025)  0.064
H (0.42580, 0.55392, 2.46808)  0.095
H (-0.45125, -3.08858, 0.76498)  0.004
H (2.68211, -1.26604, -0.48036)  0.065
H (1.93162, -2.43120, -1.55362)  0.087
H (2.95069, -3.47838, 1.13277)  0.099
H (4.10368, -3.09036, -0.11149)  0.119
H (3.50537, -5.44834, -0.20714)  0.118
H (3.02373, -4.64568, -1.68201)  0.116
H (1.10930, -5.28428, 0.63603)  0.074
H (1.27620, -6.24879, -0.82364)  0.085
H (0.63913, -4.62535, -0.94501)  0.048

Net charge: +2
Multiplicity: 1
E_LUMO (hartree): -0.2234
Gap between HOMO and LUMO (eV): 9.02
Relative energy (zero: lowest compared OMol25 entry of this formula, charge and spin) (kJ/mol): 0.0



Computed, not measured: a single C4H5NO2 molecule, with the ωB97M-V functional and the def2-TZVPD basis.

Last column: Löwdin charge in e.
Element x y z (Å)
N (-2.21057, -0.11354, -0.41999)  0.085
C (-1.02494, -0.33139, 0.33292)  -0.327
C (0.25615, -0.92494, -0.03113)  0.037
C (1.18360, 0.13065, 0.07472)  -0.328
O (2.36031, 0.46373, -0.53192)  0.071
C (0.57933, 1.00259, 0.95113)  -0.080
O (-0.75821, 0.80653, 1.01262)  0.016
H (-2.03063, 0.64002, -1.09126)  0.099
H (-2.64911, -0.89046, -0.88767)  0.078
H (0.53203, -1.97701, -0.12427)  0.107
H (2.71517, -0.22661, -1.10504)  0.114
H (1.04687, 1.42041, 1.81989)  0.127

SMILES: Nc1cc(O)co1
Net charge: 0
Multiplicity: 1
E_LUMO (alpha / beta) (hartree): 0.0212 / 0.0212
Gap between HOMO and LUMO (alpha / beta) (eV): 7.97 / 7.97
Relative energy (zero: lowest compared OMol25 entry of this formula, charge and spin) (kJ/mol): 350.5



Table of E (eV), in record order: -7262.55348, -149074.39452, -7855.31110, -90199.96472, -9810.68261
Table of strongest force on any atom (eV/A), in record order: 4.2, 0.9, 0.5, 2.2, 1.7